ORCA calculation (the ωB97M-V functional and the def2-TZVPD basis) on an isolated molecule of C18H16N2O6S.

The molar mass comes out at 388.4 g mol⁻¹. The HOMO-LUMO gap is 7.5 eV. Its multiplicity is 1. As for the total charge: 0. The value obtained for the energy above the lowest of the compared OMol25 structures with the same formula, charge and spin is 0.439 eV. Its total energy is -45026.7488 eV.

Positions of all 43 atoms, in Å:
S: -2.2342 2.4568 -0.0091
O: -2.0493 3.5956 -0.8562
O: 1.3528 0.5284 -2.7909
O: -1.1986 -3.8161 0.8598
O: -3.1576 2.5531 1.0776
O: 4.8864 -0.7323 1.7118
O: 3.5645 0.7833 -2.8193
N: -2.6703 1.1936 -1.0275
N: 2.8349 0.1624 1.9939
C: -2.2588 -1.7544 1.1234
C: -1.5507 -2.6277 0.2934
C: -2.6417 -0.5086 0.6790
C: 1.6791 0.7324 1.5481
C: -1.6151 -0.9609 -1.4404
C: 2.3973 0.6132 -2.1980
C: -2.3174 -0.0983 -0.6116
C: -1.6312 -5.5222 -0.8414
C: 1.5005 0.9415 0.1618
C: -1.2417 -2.2193 -0.9989
C: -0.6171 -4.8301 0.0645
C: 0.6755 1.1022 2.4519
C: 3.8974 -0.2457 1.2073
C: -0.4962 1.6570 1.9917
C: 3.6898 -0.0424 -0.2193
C: 2.5596 0.5118 -0.7171
C: -0.6597 1.8753 0.6305
C: 0.3153 1.5412 -0.2750
H: 0.8279 0.9349 3.5075
H: 2.9471 0.0166 2.9913
H: -3.1915 0.1639 1.3170
H: -0.2199 -5.5451 0.7904
H: 4.4871 -0.3723 -0.8666
H: 3.4359 0.8270 -3.7809
H: -1.2982 1.9305 2.6581
H: -1.1454 -6.3245 -1.3900
H: -2.4262 1.4039 -1.9842
H: -1.3478 -0.6498 -2.4393
H: 0.1562 1.7321 -1.3228
H: -2.4349 -5.9402 -0.2408
H: -2.4986 -2.0830 2.1219
H: 0.2223 -4.4324 -0.5196
H: -2.0628 -4.8191 -1.5494
H: -0.6957 -2.8574 -1.6751

***

ORCA calculation (the ωB97M-V functional and the def2-TZVPD basis) on a structure of composition C18H16N4O2 in a non-equilibrium geometry.

The molar mass comes out at 320.4 g mol⁻¹. The HOMO-LUMO gap is 7.9 eV. Its multiplicity is 1. As for the total charge: 0. The value obtained for the energy above the lowest of the compared OMol25 structures with the same formula, charge and spin is 3.073 eV. Its total energy is -28977.7731 eV.

Positions of all 40 atoms, in Å:
O: 3.8709 1.6166 1.3209
O: 2.9732 3.4044 0.2165
N: -2.2201 2.8119 1.4439
N: 0.6675 -0.2425 -0.8170
N: 0.6935 -1.4149 -1.4129
N: -1.3458 -1.0224 -0.4306
C: 0.1752 3.1856 1.6950
C: -0.2210 -3.9895 -2.4241
C: -0.5671 -5.2859 -2.6783
C: 1.7017 1.5714 0.5062
C: -0.6762 1.1691 0.5064
C: -1.0011 -3.2258 -1.4691
C: 0.4789 1.8954 0.9259
C: -3.5443 3.4756 1.3925
C: -1.9342 1.6530 0.6593
C: -0.4074 -1.9391 -1.0392
C: -2.0598 -3.8894 -0.8280
C: -1.7343 -5.8468 -2.1045
C: 5.0711 2.4580 1.2980
C: -0.5606 -0.0509 -0.2640
C: -2.3842 -5.1544 -1.1137
C: -1.1472 3.5659 1.8798
C: 2.8776 2.2968 0.7613
C: 1.9271 0.3026 -0.3341
H: -3.5555 4.2476 0.5250
H: -3.2606 -5.6008 -0.7588
H: 5.5534 2.2771 2.2989
H: -3.8159 3.9134 2.3076
H: 4.9897 3.4667 1.0258
H: 2.4817 -0.5234 0.1900
H: 5.8052 2.0765 0.5866
H: -2.6066 0.9535 0.1947
H: -2.6419 -3.3460 -0.0621
H: 1.1067 3.7757 1.9289
H: -1.2418 4.5074 2.4116
H: 2.3815 0.4780 -1.2871
H: -0.1950 -5.8854 -3.4026
H: -4.2792 2.6739 1.2810
H: 0.7238 -3.5505 -2.5285
H: -2.0793 -6.8085 -2.4013

***

ORCA calculation (the ωB97M-V functional and the def2-TZVPD basis) on a structure of composition C18H16N5O8PtSe2.

The molar mass comes out at 783.4 g mol⁻¹. The HOMO-LUMO gap is 5.8 eV. Its multiplicity is 1. As for the total charge: -1. The value obtained for the energy above the lowest of the compared OMol25 structures with the same formula, charge and spin is 0.000 eV. Its total energy is -176694.4106 eV.

Positions of all 50 atoms, in Å:
Pt: 0.2314 0.1298 -0.1830
Se: 3.0714 -0.9443 0.8968
Se: -4.0596 2.3379 -0.0490
O: 4.4031 -1.4661 0.1761
O: -3.5361 -5.3948 3.4098
O: 3.1547 0.7700 1.0502
O: 0.4347 0.3917 -2.1680
O: 1.7742 -1.2339 -0.1361
O: 2.7436 -1.4590 2.3837
O: 1.3727 0.3173 -4.1623
O: -3.1232 -4.4400 5.2787
N: -0.1096 -0.2206 1.7961
N: -3.0149 -4.5193 4.0714
N: -1.2381 1.4799 -0.1875
N: 2.7264 1.8458 -1.2798
N: -1.3900 -2.0083 0.0869
C: -2.2554 -3.2909 1.9349
C: -1.6757 -2.5515 4.1874
C: 2.8337 0.7883 -2.3332
C: 0.4038 0.4885 4.0282
C: -2.2980 -3.4222 3.3736
C: 3.8341 1.3377 -3.3506
C: -0.2991 -0.5583 4.5450
C: -2.3580 1.7932 -0.1361
C: -0.9298 -1.4547 3.6674
C: -1.9966 -2.7998 -0.7590
C: -2.9084 -4.1233 1.0018
C: -2.7821 -3.8763 -0.3392
C: 3.5068 3.0186 -1.7244
C: -0.8248 -1.2707 2.2848
C: 0.4753 0.6154 2.6413
C: -1.5034 -2.2141 1.4034
C: 1.4662 0.4600 -2.9552
C: 3.6676 2.8497 -3.2307
H: 0.9206 1.2033 4.6507
H: 4.5083 3.4156 -3.6338
H: -0.3804 -0.7161 5.6131
H: 3.0002 3.9372 -1.4279
H: 4.8472 1.0479 -3.0610
H: -3.2802 -4.5056 -1.0637
H: -1.8573 -2.5730 -1.8108
H: 1.0505 1.4057 2.1838
H: 1.7465 2.0909 -1.1733
H: 4.4856 3.0030 -1.2366
H: 3.2038 -0.1374 -1.8917
H: -1.7359 -2.6848 5.2571
H: -3.5037 -4.9496 1.3429
H: 2.9858 1.2114 0.1177
H: 3.6184 0.9478 -4.3415
H: 2.7577 3.1652 -3.7476

***

ORCA calculation (the ωB97M-V functional and the def2-TZVPD basis) on a structure of composition C18H16N8S3SbSe3TeTi.

The molar mass comes out at 974.7 g mol⁻¹. The HOMO-LUMO gap (spin up / spin down) is 4.6 / 4.4 eV. Its multiplicity is 4. As for the total charge: -2. The value obtained for the energy above the lowest of the compared OMol25 structures with the same formula, charge and spin is 0.357 eV. Its total energy is -296343.6416 eV.

Positions of all 51 atoms, in Å:
Te: 2.5112 -4.4993 -0.0313
Sb: -0.1721 1.8001 -3.3340
Se: 2.1715 -2.0332 0.1622
Se: 1.8211 -1.5215 2.4735
Se: 3.6507 -2.0580 3.6127
Ti: -0.0713 -0.1196 -0.5471
S: -1.5462 1.6476 -1.3120
S: 1.5370 0.3249 -2.3024
S: -1.1624 0.4969 -4.9692
N: -1.1827 -1.4302 -2.0808
N: 1.5681 1.2781 0.5875
N: -1.1315 -1.6334 0.8115
N: -0.6639 0.8018 1.4208
N: -2.5401 -3.4865 -3.3582
N: -0.5307 -4.3095 -4.1752
N: -0.2776 2.0422 1.7692
N: 3.5330 2.5335 0.6414
C: -3.1748 -2.5492 -2.6467
C: 1.5586 3.5719 1.4903
C: -3.0995 -1.7662 2.2310
C: 0.9075 4.7009 1.9814
C: 2.9542 5.9587 1.8763
C: 3.6146 4.8513 1.3655
C: -2.3032 -3.7091 1.0725
C: 0.8986 2.2907 1.2877
C: 2.8079 1.4281 0.3159
C: -1.2927 -2.9404 0.5485
C: -2.0022 -1.0462 1.6981
C: -1.7243 0.2926 2.0204
C: -0.5389 -2.3275 -2.7941
C: -3.2465 -3.0875 1.9203
C: -1.2260 -3.3617 -3.4484
C: 2.9174 3.6669 1.1700
C: -2.5192 -1.5133 -2.0263
C: 1.5995 5.8846 2.1795
H: -3.0283 -0.7256 -1.4893
H: -2.3066 0.8550 2.7423
H: 3.4974 6.8833 2.0268
H: -4.2535 -2.6307 -2.5848
H: 4.4977 2.5744 0.3659
H: -0.1489 4.6187 2.1984
H: 3.3338 0.6441 -0.2144
H: 1.0816 6.7558 2.5605
H: -2.3684 -4.7569 0.8176
H: 0.3682 -4.0127 -4.5183
H: -1.0996 -4.7887 -4.8534
H: 0.5353 -2.2081 -2.8734
H: 4.6682 4.9021 1.1144
H: -4.0749 -3.6571 2.3260
H: -3.7931 -1.2528 2.8854
H: -0.5537 -3.3792 -0.1146

***

ORCA calculation (the ωB97M-V functional and the def2-TZVPD basis) on a structure of composition C18H17BrN3O2PdS.

The molar mass comes out at 525.7 g mol⁻¹. The HOMO-LUMO gap (spin up / spin down) is 6.0 / 5.9 eV. Its multiplicity is 2. As for the total charge: 0. The value obtained for the energy above the lowest of the compared OMol25 structures with the same formula, charge and spin is 0.000 eV. Its total energy is -111862.6762 eV.

Positions of all 43 atoms, in Å:
Pd: -0.1156 -0.1875 0.2203
Br: -6.2665 -4.4283 -0.3557
S: 0.3234 -0.3997 2.6952
O: 0.4601 -2.8304 0.3549
O: 2.0770 -0.0817 0.2894
N: -0.3040 2.0157 -0.1415
N: -2.2794 0.1716 -0.1257
N: 2.6313 -0.6931 1.3278
C: -1.8961 3.7864 0.0090
C: -5.5426 -1.6861 -0.2368
C: 0.6819 2.9046 -0.0589
C: 3.9042 -1.1118 1.1493
C: -1.5627 2.4473 -0.0977
C: 1.9620 -0.8794 2.5114
C: -0.8703 4.7174 0.0754
C: 0.4386 4.2674 0.0444
C: 2.6992 -1.4980 3.5435
C: -3.2812 -0.8582 -0.1674
C: -2.6022 1.3994 -0.1361
C: -4.6517 -0.6265 -0.1834
C: -3.6927 -3.2293 -0.2637
C: 3.9971 -1.9070 3.3806
C: -5.0537 -2.9824 -0.2786
C: 0.3134 -4.1459 -0.1591
C: 4.6198 -1.7145 2.1445
C: -2.8117 -2.1599 -0.2039
H: 1.6820 2.4890 -0.0652
H: -0.6644 -4.5750 0.0816
H: -6.6081 -1.5047 -0.2465
H: -1.7406 -2.3212 -0.1770
H: 1.0924 -4.8160 0.2121
H: -3.3233 -4.2447 -0.2970
H: 0.3153 -2.8227 1.3097
H: -5.0571 0.3756 -0.1527
H: 0.4052 -4.0750 -1.2410
H: 2.1803 -1.6403 4.4809
H: 4.5277 -2.3779 4.1978
H: -3.6382 1.7367 -0.1506
H: -2.9353 4.0872 0.0473
H: 4.2844 -0.9133 0.1595
H: 1.2673 4.9599 0.0997
H: 5.6370 -2.0239 1.9543
H: -1.0904 5.7736 0.1567

***

ORCA calculation (the ωB97M-V functional and the def2-TZVPD basis) on a structure of composition C18H17Cl2N4O2PbS5SbSe4.

The molar mass comes out at 1197.4 g mol⁻¹. The HOMO-LUMO gap is 6.0 eV. Its multiplicity is 1. As for the total charge: -2. Its total energy is -381394.6306 eV.

Positions of all 54 atoms, in Å:
Pb: 1.4916 1.1066 -0.6238
Sb: 1.7469 3.3839 3.3668
Se: 4.1660 2.3660 2.5362
Se: 0.9478 1.6917 4.8965
Se: 0.0578 3.1675 1.3616
Se: -0.3737 5.4607 1.2536
Cl: 0.7823 -3.6562 -3.2871
Cl: -3.8214 -1.6622 -5.2422
S: 8.4984 -2.0575 -0.3620
S: 3.5848 0.4134 1.6115
S: 6.4753 -0.2123 -1.5474
S: 4.0801 1.4978 -1.7492
S: 6.1446 -1.0194 1.1487
O: 1.0225 -1.0224 -1.9286
O: -0.2466 0.1640 1.3615
N: -2.3018 -0.7241 1.6745
N: -0.7805 1.0337 -2.0439
N: -0.4376 -1.6754 2.7212
N: 1.0659 4.7668 -1.2887
C: -0.9458 -0.6875 1.8917
C: -3.0933 -1.9257 1.7866
C: 5.0377 0.4329 -0.7765
C: -2.3954 -1.4469 -4.2367
C: -2.8414 1.9592 -2.7901
C: -1.0099 -1.7982 4.0574
C: -2.2016 -0.2420 -3.5227
C: 7.1106 -1.1448 -0.2499
C: -0.0193 -1.1568 -2.6336
C: -1.6444 2.0177 -2.0533
C: 1.2268 3.6080 -1.3371
C: -3.1106 0.8408 -3.5235
C: -1.0279 -0.1006 -2.7445
C: -2.9091 0.3783 0.9552
C: 1.0161 -1.7790 2.7222
C: -0.3303 -2.3171 -3.3657
C: 4.9025 0.0411 0.5189
C: -1.4777 -2.4538 -4.1503
H: 1.2880 -2.7457 3.1509
H: -3.8666 0.6325 1.4176
H: -0.8748 -2.8195 4.4215
H: -2.2526 1.2434 0.9983
H: 0.6140 5.3488 -0.4824
H: 1.4771 -0.9771 3.3063
H: -4.0170 0.7643 -4.1098
H: -3.5254 2.7970 -2.7647
H: -2.4528 -2.7743 2.0125
H: -3.8604 -1.8386 2.5645
H: -3.5998 -2.1161 0.8349
H: -3.0845 0.1162 -0.0954
H: -0.5170 -1.1018 4.7439
H: -1.6344 -3.3759 -4.6943
H: -1.3998 2.8944 -1.4603
H: -2.0716 -1.5652 4.0473
H: 1.3879 -1.7305 1.7022

***

ORCA calculation (the ωB97M-V functional and the def2-TZVPD basis) on a structure of composition C18H17Cl3N7NaO2S3Si.

The molar mass comes out at 617.0 g mol⁻¹. The HOMO-LUMO gap is 6.3 eV. Its multiplicity is 1. As for the total charge: -2. The value obtained for the energy above the lowest of the compared OMol25 structures with the same formula, charge and spin is 0.374 eV. Its total energy is -115842.3587 eV.

Positions of all 52 atoms, in Å:
Cl: 2.7746 2.7790 -3.1827
Cl: 0.5144 4.8632 -2.0592
Cl: 2.1963 2.9787 0.0402
S: -0.2473 -0.9364 1.5204
S: -3.3271 0.9241 -2.1450
S: -5.8736 -0.3563 -3.2530
Si: 1.0516 2.7534 -1.8153
Na: -0.8380 -0.0749 -1.4428
O: -1.6092 -0.9778 1.0158
O: 0.1394 -1.9917 2.4321
N: 2.7006 -0.5927 1.3645
N: 2.5011 -0.3152 -0.9999
N: 0.1888 -2.8599 -2.2728
N: -2.4148 -1.8852 -2.6119
N: 0.6351 4.4288 3.9296
N: -3.7395 -1.6593 -2.8962
N: 0.6458 -0.7862 0.2203
C: -0.5900 -3.9414 -0.2864
C: 1.7465 -3.8064 -0.7190
C: 1.0612 2.0322 3.9218
C: -2.1881 -2.8620 -1.8335
C: -0.8087 -3.2491 -1.4727
C: 0.3781 3.1371 3.4227
C: 3.9856 -0.2938 1.2581
C: 1.9789 -0.5699 0.2242
C: -0.8051 1.7010 1.9010
C: -4.1475 -0.4393 -2.7514
C: 0.8380 0.7709 3.3910
C: -0.5799 2.9565 2.4299
C: 3.7820 -0.0181 -1.0578
C: 0.7089 -4.2109 0.1031
C: -6.1976 1.4147 -3.2865
C: 1.4284 -3.1351 -1.8921
C: -0.0832 0.6100 2.3692
C: 4.6065 0.0116 0.0614
H: -1.5315 1.5624 1.1098
H: 1.5901 4.5248 4.2440
H: 1.3964 -0.0893 3.7312
H: 2.7809 -3.9645 -0.4431
H: 0.4435 5.1400 3.2374
H: -1.4276 -4.1879 0.3529
H: 4.1671 0.2262 -2.0438
H: 4.5488 -0.2979 2.1899
H: 0.9064 -4.6853 1.0554
H: -5.9676 1.8608 -2.3225
H: -1.1098 3.8142 2.0318
H: 5.6516 0.2790 0.0010
H: -7.2606 1.5199 -3.5115
H: -5.6051 1.9098 -4.0521
H: -3.0107 -3.4059 -1.3646
H: 1.8005 2.1704 4.7041
H: 2.2151 -2.7762 -2.5468

***

ORCA calculation (the ωB97M-V functional and the def2-TZVPD basis) on a cluster of 2 separate species, C18H17Cl3NO4 in total in a non-equilibrium geometry.

The molar mass comes out at 417.7 g mol⁻¹. The HOMO-LUMO gap is 6.8 eV. Its multiplicity is 1. As for the total charge: +1. Its total energy is -66176.0164 eV.

Positions of all 43 atoms, in Å:
Cl: -1.6972 1.8165 -4.4265
Cl: 2.2111 -0.6377 0.9518
Cl: 1.8762 -0.1805 -3.5826
O: 2.1149 -4.3823 1.5313
O: -2.0819 -3.8649 4.7310
O: 0.7385 6.3731 0.5676
O: 2.0710 4.9820 1.9267
N: -0.0530 1.4859 -1.7131
C: 2.8924 -2.1800 -1.5838
C: -0.6114 -5.3167 3.6076
C: -3.3101 2.0105 -2.0251
C: 1.1595 5.2339 0.8456
C: -1.1193 -3.9841 3.9982
C: -0.4674 3.9904 -1.0381
C: 0.4435 -5.4476 2.8016
C: -0.8245 2.6934 -1.8420
C: -2.0874 2.6786 -2.8595
C: 0.6429 -2.9331 2.6568
C: 1.5212 2.6238 0.0716
C: 1.8174 0.0056 -0.7184
C: -3.2239 0.4138 -1.9033
C: 1.1503 -4.2652 2.2664
C: -0.4116 -2.8014 3.4624
C: 0.7275 3.9790 -0.0493
C: 1.0825 1.4032 -0.8015
C: 2.1751 -0.7525 -1.8765
H: -4.3428 2.3936 -2.3790
H: -3.4444 -0.1519 -2.8722
H: 1.1739 -2.0785 2.2536
H: -3.2009 2.4239 -0.9485
H: 2.8222 4.4287 1.6121
H: -0.7955 -1.8328 3.7586
H: -2.2200 0.0651 -1.4469
H: 0.8276 -6.4158 2.5051
H: 3.8258 -2.0302 -0.9473
H: 2.1023 -2.7944 -1.0073
H: -1.1407 -6.1716 4.0094
H: -0.3343 0.6617 -2.2649
H: -2.3605 3.7632 -3.1367
H: -4.0242 0.0759 -1.1378
H: 2.4017 2.4699 0.7774
H: -1.0874 4.9413 -1.1922
H: 3.1042 -2.7609 -2.5463